{"formula": "C4H9NO3P2", "method": "ωB97M-V with the def2-TZVPD basis set", "gap_ev": 9.2, "e_above_lowest_kj_mol": 0.0, "species": ["P", "P", "O", "O", "O", "N", "C", "C", "C", "C", "H", "H", "H", "H", "H", "H", "H", "H", "H"], "coordinates": [[-2.721, 0.384, 0.085], [2.904, 0.532, -0.156], [-1.940, 1.320, -1.002], [1.957, -0.560, -0.964], [1.824, 1.647, 0.406], [-1.369, -0.461, 0.622], [0.630, 1.021, 0.953], [0.728, -1.094, -0.488], [-0.571, 0.954, -1.252], [-0.058, 0.131, -0.116], [3.122, -0.344, 1.064], [0.970, -1.727, 0.403], [0.437, -1.522, -1.421], [-0.597, 0.374, -2.168], [0.032, 2.010, -1.351], [1.031, 0.501, 1.779], [-0.184, 1.678, 1.155], [-3.134, -0.762, -0.917], [-1.373, -0.884, 1.493]], "mulliken_charge": [-0.061, 0.112, -0.324, -0.321, -0.314, -0.290, -1.094, -0.638, -0.274, 0.802, 0.025, 0.312, 0.371, 0.259, 0.241, 0.517, 0.433, 0.001, 0.242]}


{"formula": "C4H9NO4", "method": "ωB97M-V with the def2-TZVPD basis set", "gap_ev": [7.7, 6.7], "e_above_lowest_kj_mol": 530.2, "species": ["O", "O", "O", "O", "N", "C", "C", "C", "C", "H", "H", "H", "H", "H", "H", "H", "H", "H"], "coordinates": [[1.409, 0.337, -1.246], [-1.210, -0.268, -1.543], [2.345, -1.300, 0.274], [-0.258, -1.937, -0.306], [1.378, -0.684, 0.850], [0.725, 0.255, -0.024], [0.575, 1.614, 0.626], [-1.728, -0.382, 0.809], [-0.700, -0.705, -0.271], [-1.251, -1.088, -2.062], [-2.092, 0.642, 0.729], [-1.298, -0.553, 1.795], [0.723, 0.270, -1.937], [1.540, 2.120, 0.673], [2.339, -0.981, -0.684], [0.169, 1.521, 1.631], [-0.104, 2.212, 0.017], [-2.563, -1.070, 0.670]], "mulliken_charge": [-0.687, -0.593, -0.187, -0.780, -0.114, 0.828, -1.453, -1.541, 1.179, 0.369, 0.331, 0.359, 0.436, 0.414, 0.413, 0.351, 0.290, 0.383]}


{"formula": "C4H9NO4P", "method": "ωB97M-V with the def2-TZVPD basis set", "charge": -1, "multiplicity": 3, "gap_ev": [5.9, 6.2], "e_above_lowest_kj_mol": 0.0, "species": ["P", "O", "O", "O", "O", "N", "C", "C", "C", "C", "H", "H", "H", "H", "H", "H", "H", "H", "H"], "coordinates": [[3.420, -0.023, -0.087], [0.075, 2.707, -0.087], [2.926, 0.607, -1.335], [4.153, 0.781, 0.919], [3.327, -1.494, 0.089], [1.096, 0.339, 1.224], [-1.369, 0.333, 0.761], [0.042, 1.611, -0.580], [0.072, 0.316, 0.193], [0.281, -0.921, -0.670], [2.024, 0.179, 0.794], [0.000, 1.495, -1.686], [-2.061, 0.300, -0.084], [-1.553, -0.513, 1.412], [-0.280, -0.853, -1.602], [-0.050, -1.797, -0.115], [1.121, 1.260, 1.657], [-1.543, 1.261, 1.305], [1.338, -1.041, -0.894]], "lowdin_spin": [0.003, 0.813, 0.014, 0.001, 0.001, 0.079, 0.059, 0.688, 0.165, 0.011, 0.003, 0.123, 0.008, 0.013, 0.003, 0.003, 0.010, 0.003, 0.001]}


{"formula": "C4H9NOS", "method": "ωB97M-V with the def2-TZVPD basis set", "charge": -1, "multiplicity": 2, "gap_ev": [6.6, 4.1], "e_above_lowest_kj_mol": 171.2, "species": ["S", "O", "N", "C", "C", "C", "C", "H", "H", "H", "H", "H", "H", "H", "H", "H"], "coordinates": [[-0.108, -0.247, 3.116], [0.582, -1.483, -1.432], [-0.305, 1.253, -0.098], [0.086, -0.720, 1.388], [1.266, -0.489, -0.855], [0.695, 0.264, 0.379], [-1.467, 0.689, -0.853], [-0.716, 1.609, 0.768], [-1.028, -0.121, -1.472], [-0.918, -1.031, 1.032], [1.425, 0.919, 0.827], [2.319, -0.932, -0.684], [1.467, 0.363, -1.577], [0.569, -1.686, 1.359], [-2.211, 0.233, -0.226], [-1.657, 1.380, -1.671]], "lowdin_spin": [0.673, 0.145, 0.003, 0.074, 0.025, 0.042, 0.000, 0.000, -0.001, 0.026, 0.001, -0.001, 0.012, 0.000, 0.000, 0.000]}


{"formula": "C4H9NOS", "method": "ωB97M-V with the def2-TZVPD basis set", "gap_ev": 8.3, "e_above_lowest_kj_mol": 428.1, "species": ["S", "O", "N", "C", "C", "C", "C", "H", "H", "H", "H", "H", "H", "H", "H", "H"], "coordinates": [[2.756, -0.320, 0.082], [1.938, 1.110, -0.037], [0.756, -1.261, 0.314], [-1.228, -0.651, -0.879], [-0.087, -0.159, -0.013], [-0.586, 0.443, 1.365], [0.867, 0.811, -0.824], [0.939, -1.648, 1.204], [-1.485, 1.187, 1.146], [-1.040, -0.481, 1.821], [-2.168, -0.971, -0.400], [-1.546, 0.260, -1.548], [-0.748, -1.407, -1.401], [1.089, 0.293, -1.674], [0.278, 1.008, 1.985], [0.267, 1.787, -1.142]], "mulliken_charge": [0.045, -0.311, -0.872, -1.595, 1.730, -1.246, -1.024, 0.325, 0.283, 0.390, 0.342, 0.258, 0.467, 0.627, 0.263, 0.317]}


{"formula": "C4H9NOS", "method": "ωB97M-V with the def2-TZVPD basis set", "gap_ev": 8.8, "e_above_lowest_kj_mol": 456.4, "species": ["S", "O", "N", "C", "C", "C", "C", "H", "H", "H", "H", "H", "H", "H", "H", "H"], "coordinates": [[-2.103, 0.583, 0.829], [-2.366, -0.785, 1.185], [0.059, 0.591, 0.307], [0.824, 0.275, 1.407], [0.543, -0.777, 0.363], [1.544, -1.253, -0.669], [-2.657, 0.645, -0.882], [-2.992, 1.734, -1.200], [0.993, -1.520, -1.577], [-3.640, 0.207, -0.947], [0.495, -0.089, 2.427], [-1.797, 0.407, -1.481], [1.927, 0.710, 1.438], [2.378, -0.387, -0.891], [2.087, -2.056, -0.235], [-0.161, -1.494, 0.670]], "mulliken_charge": [0.534, -0.500, -0.578, -0.279, 0.080, -1.263, -0.747, 0.288, 0.285, 0.336, 0.277, 0.249, 0.237, 0.226, 0.348, 0.508]}


{"formula": "C4H9NOS", "method": "ωB97M-V with the def2-TZVPD basis set", "gap_ev": 9.7, "e_above_lowest_kj_mol": 479.3, "species": ["S", "O", "N", "C", "C", "C", "C", "H", "H", "H", "H", "H", "H", "H", "H", "H"], "coordinates": [[-2.205, 1.770, -1.076], [-0.081, -1.470, -1.075], [1.574, -0.959, 0.613], [0.719, 0.258, 0.461], [0.162, 0.004, -0.971], [-0.768, 0.192, 0.899], [-1.170, 0.238, -0.550], [1.151, 1.114, 0.505], [-1.731, -0.784, -0.806], [-1.590, 2.949, -0.571], [2.502, -0.596, 0.499], [-0.851, -0.761, 1.424], [1.414, -1.386, 1.499], [0.825, 0.425, -1.773], [0.997, -1.828, -0.791], [-0.948, 0.835, 1.712]], "mulliken_charge": [-0.273, -0.653, -0.584, -0.209, 0.139, -0.988, -0.326, 0.552, 0.318, 0.120, 0.211, 0.296, 0.180, 0.379, 0.441, 0.399]}


{"formula": "C4H9NOS", "method": "ωB97M-V with the def2-TZVPD basis set", "gap_ev": 10.2, "e_above_lowest_kj_mol": 88.2, "species": ["S", "O", "N", "C", "C", "C", "C", "H", "H", "H", "H", "H", "H", "H", "H", "H"], "coordinates": [[-0.372, -1.786, 2.297], [0.084, 0.661, -2.724], [1.161, 0.286, -0.769], [-1.340, 0.411, -0.227], [0.409, -0.309, 1.488], [1.099, 0.711, -2.072], [-0.024, -0.240, -0.019], [-0.053, -1.300, -0.287], [-1.268, 1.482, -0.018], [1.450, -0.628, 1.438], [-1.649, -1.467, 2.108], [-1.826, 0.284, -1.182], [2.070, 1.027, -2.465], [-2.015, -0.063, 0.494], [1.969, 0.363, -0.177], [0.304, 0.568, 2.115]], "mulliken_charge": [-0.195, -0.525, -0.159, -1.150, -0.911, -0.039, 0.442, 0.233, 0.318, 0.330, 0.107, 0.327, 0.363, 0.322, 0.167, 0.371]}


{"formula": "C4H9NOS", "method": "ωB97M-V with the def2-TZVPD basis set", "multiplicity": 3, "gap_ev": [8.4, 6.4], "e_above_lowest_kj_mol": 130.2, "species": ["S", "O", "N", "C", "C", "C", "C", "H", "H", "H", "H", "H", "H", "H", "H", "H"], "coordinates": [[-2.594, 1.666, -0.357], [-3.538, 2.418, -1.188], [-1.681, 0.907, -1.367], [-0.678, -0.181, -0.835], [0.239, -0.488, -1.960], [0.161, 0.362, 0.388], [-0.476, 0.287, 1.799], [0.397, 1.306, 0.027], [0.986, 0.420, -2.001], [0.008, 1.090, 2.312], [-1.609, 0.376, 1.740], [-0.337, -0.681, 2.377], [-1.439, -1.030, -0.630], [-0.443, -0.538, -2.867], [1.156, -0.065, 0.413], [0.620, -1.532, -1.876]], "lowdin_spin": [0.695, 0.368, 0.823, 0.046, 0.017, 0.015, 0.010, 0.001, 0.001, 0.001, 0.010, 0.000, 0.008, 0.003, 0.002, 0.000]}


{"formula": "C4H9NOS2", "method": "ωB97M-V with the def2-TZVPD basis set", "gap_ev": [6.2, 6.1], "e_above_lowest_kj_mol": 461.7, "species": ["S", "S", "O", "N", "C", "C", "C", "C", "H", "H", "H", "H", "H", "H", "H", "H", "H"], "coordinates": [[0.545, 1.191, 0.319], [-1.856, -0.004, -0.635], [1.722, 1.955, 0.752], [1.693, -1.026, 0.950], [0.614, -0.375, 1.306], [-2.843, 0.797, 0.681], [2.288, -0.702, -0.308], [1.286, 0.127, -1.020], [-2.051, 0.900, 1.424], [1.731, 0.877, -1.767], [0.168, -0.457, 2.335], [2.228, -1.519, 1.605], [2.293, -1.735, -0.817], [0.446, -0.348, -1.482], [-3.707, 0.340, 0.948], [3.212, -0.115, -0.062], [-3.029, 1.804, 0.337]], "mulliken_charge": [0.461, -0.333, -0.655, -0.075, -0.120, -0.671, -0.406, -0.773, 0.079, 0.378, 0.325, 0.235, 0.272, 0.350, 0.357, 0.335, 0.240]}


{"formula": "C4H9NOS2", "method": "ωB97M-V with the def2-TZVPD basis set", "charge": 1, "multiplicity": 2, "gap_ev": [8.9, 4.8], "e_above_lowest_kj_mol": 40.9, "species": ["S", "S", "O", "N", "C", "C", "C", "C", "H", "H", "H", "H", "H", "H", "H", "H", "H"], "coordinates": [[0.784, 2.225, -1.051], [-0.488, 3.132, 0.105], [-1.856, -1.001, -0.520], [-0.517, -0.872, 1.262], [-0.752, -0.761, -0.065], [0.245, 0.723, -1.765], [0.449, -0.619, -1.013], [0.740, -1.088, 1.973], [1.211, -0.151, 2.253], [-1.327, -1.068, 1.825], [0.572, 0.625, -2.803], [1.387, -1.839, 1.528], [0.263, -1.347, -1.783], [0.459, -1.527, 2.925], [1.289, -0.637, -0.325], [-1.629, 3.466, -0.562], [-0.830, 0.738, -1.985]], "lowdin_spin": [0.466, 0.375, 0.010, 0.003, 0.002, 0.060, 0.044, 0.000, 0.000, 0.000, 0.005, 0.000, 0.004, 0.000, 0.000, 0.031, 0.000]}


{"formula": "C4H9NOSi", "method": "ωB97M-V with the def2-TZVPD basis set", "gap_ev": 10.6, "e_above_lowest_kj_mol": 207.2, "species": ["Si", "O", "N", "C", "C", "C", "C", "H", "H", "H", "H", "H", "H", "H", "H", "H"], "coordinates": [[0.107, -0.314, 1.848], [-0.108, 3.523, 0.926], [-0.514, 1.244, 1.354], [-1.778, 0.990, -1.342], [-0.273, 2.401, 1.186], [-0.614, 0.818, -1.996], [1.505, -0.913, 0.684], [-0.066, 1.498, -2.503], [1.170, -1.125, -0.269], [-0.162, -0.115, -2.063], [-1.305, -1.003, 1.606], [2.077, -1.778, 0.984], [2.307, -0.108, 0.581], [-2.418, 0.267, -0.837], [-2.223, 2.059, -1.290], [0.564, -0.338, 3.185]], "mulliken_charge": [0.248, -0.459, -0.228, -0.483, 0.663, -0.555, -0.926, 0.306, 0.257, 0.245, -0.075, 0.387, 0.270, 0.275, 0.205, -0.128]}


{"formula": "C4H9NOSi", "method": "ωB97M-V with the def2-TZVPD basis set", "gap_ev": 10.3, "e_above_lowest_kj_mol": 600.8, "species": ["Si", "O", "N", "C", "C", "C", "C", "H", "H", "H", "H", "H", "H", "H", "H", "H"], "coordinates": [[1.112, 1.541, -1.872], [0.244, -1.599, 1.493], [0.261, -0.412, 2.164], [-0.670, 0.487, 2.184], [-0.600, -1.716, 0.356], [0.587, 0.151, -0.684], [-0.534, -0.557, -0.677], [0.377, 1.212, -3.028], [-1.714, -1.931, 0.788], [-0.355, 1.337, 2.695], [-1.712, 0.569, 1.771], [0.793, 2.792, -1.308], [-1.448, -0.574, -1.276], [2.477, 1.380, -2.419], [1.420, -0.034, -0.040], [-0.237, -2.646, -0.149]], "mulliken_charge": [0.378, -0.147, -0.363, -0.272, -0.436, -0.235, -0.429, -0.152, 0.250, 0.320, 0.247, -0.128, 0.303, -0.107, 0.459, 0.311]}


{"formula": "C4H9NP", "method": "ωB97M-V with the def2-TZVPD basis set", "charge": 1, "gap_ev": 9.3, "e_above_lowest_kj_mol": 234.2, "species": ["P", "N", "C", "C", "C", "C", "H", "H", "H", "H", "H", "H", "H", "H", "H"], "coordinates": [[-1.857, -0.613, 1.074], [0.252, -1.872, -0.602], [-0.278, 1.626, 0.531], [0.591, 0.621, -0.037], [-1.597, 1.019, 0.939], [-0.086, -1.002, 0.505], [-0.058, -1.383, -1.510], [1.712, 0.506, 0.224], [-0.514, 2.492, -0.170], [0.455, -1.564, 1.448], [0.392, 0.527, -1.127], [0.244, 2.116, 1.304], [1.219, -2.385, -0.494], [-2.283, 1.820, 1.001], [-0.271, -2.788, -0.484]], "mulliken_charge": [-0.128, -0.353, -0.614, -0.564, -0.136, -0.475, 0.366, 0.359, 0.337, 0.394, 0.340, 0.305, 0.401, 0.367, 0.400]}


{"formula": "C4H9NP", "method": "ωB97M-V with the def2-TZVPD basis set", "charge": 1, "gap_ev": 9.5, "e_above_lowest_kj_mol": 214.7, "species": ["P", "N", "C", "C", "C", "C", "H", "H", "H", "H", "H", "H", "H", "H", "H"], "coordinates": [[1.297, -0.396, -1.659], [0.698, -0.596, 0.685], [-0.089, 0.834, 2.449], [0.824, 0.454, 1.375], [-0.429, 0.177, -1.996], [-0.196, -1.288, -2.216], [-1.025, 0.277, 2.331], [-0.200, -1.014, 0.810], [0.076, 0.840, 3.485], [-1.077, 0.464, -1.143], [-0.219, -1.537, -3.254], [-0.585, -2.086, -1.666], [-0.269, 1.877, 2.293], [-0.547, 0.893, -2.699], [1.741, 1.103, 1.206]], "mulliken_charge": [0.401, -0.549, -1.029, 0.368, -0.431, -0.500, 0.272, 0.274, 0.368, 0.216, 0.312, 0.290, 0.300, 0.374, 0.333]}